Record 1
{"formula": "C40H48F4LiN4SSbSi2", "method": "the ωB97M-V functional and the def2-TZVPD basis", "gap_ev": 4.64, "e_lumo_ev": 4.0, "total_energy_ev": -92425.7148, "e_above_lowest_kcal_mol": 27.51, "total_charge": -2, "species": ["Li", "C", "N", "C", "C", "C", "N", "C", "C", "F", "C", "F", "C", "C", "F", "C", "F", "H", "H", "H", "H", "H", "H", "H", "H", "H", "H", "H", "C", "Si", "C", "C", "N", "C", "C", "C", "C", "C", "C", "N", "Si", "C", "C", "C", "H", "H", "H", "H", "H", "H", "H", "H", "H", "H", "H", "H", "H", "H", "H", "H", "H", "H", "H", "H", "H", "H", "S", "Sb", "C", "C", "C", "C", "C", "C", "C", "C", "C", "C", "C", "C", "C", "C", "C", "C", "C", "C", "H", "H", "H", "H", "H", "H", "H", "H", "H", "H", "H", "H", "H", "H", "H"], "positions_angstrom": [[-0.0411, 2.0339, -0.0190], [-0.3161, 0.0574, -2.8618], [0.5404, 0.9571, -2.1132], [0.5371, 2.2698, -2.7462], [1.8778, 0.3958, -1.9800], [2.6983, 1.0134, -0.8573], [2.0650, 0.7265, 0.4287], [2.5348, 1.4199, 1.5613], [1.6164, 1.6999, 2.5845], [0.3388, 1.3666, 2.4046], [1.9982, 2.2730, 3.7742], [1.0870, 2.4682, 4.7448], [3.3046, 2.6661, 4.0000], [4.2107, 2.4475, 2.9860], [5.4947, 2.8196, 3.1694], [3.8498, 1.8393, 1.8010], [4.8168, 1.6359, 0.8916], [0.0098, -0.0405, -3.9141], [-1.3386, 0.4388, -2.8474], [-0.3081, -0.9319, -2.4046], [0.9922, 2.2342, -3.7547], [1.0677, 2.9980, -2.1355], [-0.4923, 2.6187, -2.8301], [2.4503, 0.4846, -2.9226], [1.7684, -0.6647, -1.7424], [2.7457, 2.0969, -0.9736], [3.7118, 0.6050, -0.9186], [3.6043, 3.1119, 4.9363], [-1.7550, -1.0066, 0.2009], [-2.8864, 0.5126, 0.2828], [-4.2261, 0.1321, -1.0467], [-3.7794, 0.4037, 1.9754], [-1.9632, 1.9006, 0.0606], [-2.4447, 3.1886, 0.1898], [-3.8150, 3.4799, 0.3117], [-4.3215, 4.7646, 0.4863], [-3.4436, 5.8304, 0.5200], [-2.0806, 5.5835, 0.3690], [-1.5302, 4.3035, 0.1936], [-0.1654, 4.0949, 0.0246], [0.9328, 5.3667, -0.0087], [2.6986, 4.7599, -0.3530], [0.6998, 6.7060, -1.3742], [1.1564, 6.3869, 1.6021], [-2.1360, -1.8166, 0.8305], [-0.7445, -0.7493, 0.5340], [-1.6941, -1.3843, -0.8228], [-4.5771, -0.9035, -0.9943], [-3.7955, 0.2852, -2.0415], [-5.0981, 0.7870, -0.9675], [-4.2229, -0.5750, 2.1812], [-4.5635, 1.1585, 2.0634], [-3.0406, 0.6132, 2.7550], [-4.5137, 2.6516, 0.2678], [-5.3910, 4.9160, 0.5992], [-3.8060, 6.8452, 0.6535], [-1.4025, 6.4307, 0.3914], [2.8120, 4.4193, -1.3864], [2.9695, 3.9447, 0.3160], [3.4186, 5.5675, -0.1927], [1.0645, 6.3430, -2.3402], [1.2422, 7.6276, -1.1412], [-0.3543, 6.9659, -1.5041], [1.4360, 5.7146, 2.4198], [0.2358, 6.8946, 1.9015], [1.9414, 7.1432, 1.5077], [2.2210, -1.0123, 0.9069], [0.4615, -3.2040, -0.6467], [-0.8386, -4.0569, 0.8717], [-1.2282, -3.2975, 1.9705], [-1.9839, -3.8626, 2.9907], [-2.3642, -5.1944, 2.9230], [-1.9818, -5.9607, 1.8288], [-1.2208, -5.3950, 0.8161], [-0.4857, -4.5148, -2.1766], [0.1133, -5.4257, -3.0426], [-0.5877, -5.9786, -4.1092], [-1.9092, -5.6242, -4.3345], [-2.5229, -4.7075, -3.4894], [-1.8110, -4.1558, -2.4355], [2.0851, -4.4596, 0.0842], [2.9769, -5.1681, -0.7133], [4.0573, -5.8411, -0.1561], [4.2740, -5.7953, 1.2122], [3.4036, -5.0736, 2.0185], [2.3205, -4.4146, 1.4578], [-0.9385, -2.2532, 2.0303], [-2.2753, -3.2590, 3.8424], [-2.9481, -5.6374, 3.7214], [-2.2749, -7.0030, 1.7694], [-0.9212, -6.0034, -0.0292], [1.1441, -5.7266, -2.8861], [-0.1025, -6.6895, -4.7696], [-2.4529, -6.0434, -5.1730], [-3.5539, -4.4188, -3.6585], [-2.2994, -3.4239, -1.7959], [2.8454, -5.1905, -1.7894], [4.7425, -6.3892, -0.7932], [5.1331, -6.2940, 1.6453], [3.5802, -5.0137, 3.0858], [1.6610, -3.8397, 2.0984]], "forces_ev_per_angstrom": [[-0.08, -0.03, -0.12], [-0.13, 0.06, 0.05], [0.13, 0.16, -0.02], [0.04, -0.08, -0.02], [0.01, 0.05, 0.14], [-0.12, -0.02, -0.09], [-0.04, -0.23, 0.39], [0.15, 0.40, 0.10], [0.02, -0.15, -0.22], [-0.06, -0.04, 0.06], [0.12, 0.15, 0.13], [-0.08, -0.01, -0.04], [-0.02, -0.11, -0.09], [-0.12, 0.09, 0.21], [0.12, -0.01, -0.07], [-0.21, -0.13, -0.15], [0.06, -0.03, -0.07], [0.01, 0.00, 0.01], [0.00, 0.00, 0.00], [0.02, 0.05, -0.05], [-0.01, -0.02, 0.01], [0.01, 0.02, -0.04], [0.02, 0.04, 0.04], [-0.05, -0.02, -0.02], [0.07, 0.00, -0.06], [0.09, 0.07, -0.02], [0.00, 0.00, 0.02], [-0.01, 0.05, -0.02], [-0.51, 0.48, -0.10], [-0.17, -0.35, 0.00], [0.11, 0.19, 0.11], [0.15, 0.14, -0.16], [-0.02, 0.20, 0.00], [-0.22, -0.23, -0.06], [0.11, -0.02, 0.00], [-0.07, 0.08, 0.00], [-0.12, 0.03, 0.00], [0.05, -0.04, 0.01], [0.16, 0.28, -0.04], [-0.02, -0.41, 0.07], [0.49, 0.51, -0.04], [-0.19, -0.04, -0.02], [-0.22, -0.17, 0.06], [-0.21, -0.21, -0.02], [-0.24, 0.60, -0.59], [0.03, -0.04, -0.01], [-0.07, 0.14, -0.01], [0.03, -0.03, 0.09], [0.01, 0.00, 0.00], [0.01, 0.00, 0.00], [0.03, -0.06, -0.11], [0.00, 0.01, 0.02], [-0.01, -0.01, 0.03], [-0.02, -0.02, 0.02], [0.01, 0.00, -0.03], [0.04, 0.00, 0.01], [-0.06, -0.01, 0.03], [0.02, -0.05, 0.02], [0.07, -0.09, 0.05], [-0.05, 0.05, -0.01], [0.00, -0.05, 0.02], [0.06, -0.03, 0.06], [0.04, -0.01, -0.01], [-0.01, 0.00, 0.01], [0.01, -0.03, 0.01], [0.03, -0.02, -0.10], [0.05, -0.04, 0.06], [0.08, -0.53, -0.25], [0.17, 0.08, 0.02], [0.33, -0.23, 0.45], [0.00, 0.01, 0.09], [0.02, -0.04, -0.06], [-0.07, -0.02, 0.10], [0.03, 0.04, -0.05], [0.20, 0.12, 0.12], [0.07, -0.07, 0.08], [-0.03, -0.05, -0.04], [-0.01, 0.03, -0.02], [-0.01, -0.04, -0.05], [-0.05, 0.00, 0.05], [-0.17, 0.17, -0.13], [-0.03, 0.00, -0.08], [0.06, -0.03, -0.01], [0.02, 0.04, 0.01], [0.06, -0.03, 0.00], [0.01, -0.02, 0.02], [0.19, -0.41, 0.32], [0.01, 0.02, -0.02], [-0.02, 0.01, -0.01], [0.01, 0.00, -0.02], [0.00, -0.02, 0.00], [-0.05, 0.00, -0.02], [0.03, 0.01, 0.02], [-0.01, -0.02, 0.02], [0.01, 0.02, 0.00], [-0.04, -0.05, -0.02], [0.04, 0.01, 0.02], [-0.01, 0.01, -0.02], [-0.02, -0.03, 0.01], [-0.02, 0.02, 0.00], [-0.01, -0.01, 0.02]], "mulliken_charge": [0.6440, -1.0400, 1.5636, -0.9877, -0.8707, -0.0066, 0.2811, 0.2012, -0.4382, -0.1471, 0.0485, -0.3445, -0.7415, 0.5693, -0.3739, 0.3433, -0.3720, 0.3272, 0.1972, -0.0180, 0.3275, -0.0146, 0.3121, 0.4129, -0.2056, -0.2936, 0.4736, 0.4864, 0.0826, -0.3803, -1.3760, -1.2447, 0.5368, 0.6628, -0.3162, -0.9640, -1.1651, -0.5521, 0.2146, 0.5183, 0.0759, -0.8959, -1.3410, -1.2270, 0.4069, 0.0867, -0.5996, 0.3633, 0.2885, 0.3651, 0.3595, 0.3728, 0.2820, 0.0443, 0.3419, 0.3360, 0.1446, 0.2816, -0.0860, 0.4936, 0.2947, 0.3436, 0.3808, 0.2175, 0.3663, 0.3637, -0.5690, 1.1163, 0.6135, -0.5889, -0.4976, -0.5209, -0.5582, -0.5649, -0.0371, -0.1677, -0.5593, -0.4034, -0.7389, -0.1144, 0.4278, -0.3983, -0.5892, -0.4104, -0.8081, -0.2330, 0.5247, 0.4292, 0.3601, 0.3730, 0.3723, 0.0700, 0.3798, 0.3429, 0.3958, 0.3326, 0.2081, 0.3553, 0.3483, 0.3778, 0.3218]}

Record 2
{"formula": "C20H34BeF3NO13", "method": "the ωB97M-V functional and the def2-TZVPD basis", "gap_ev": [4.08, 7.22], "e_lumo_ev": [2.7, 2.7], "total_energy_ev": -57945.3439, "multiplicity": 2, "total_charge": -1, "s2": 0.75, "species": ["Be", "C", "O", "O", "C", "F", "F", "F", "C", "C", "H", "H", "H", "H", "H", "H", "N", "O", "O", "O", "C", "O", "C", "C", "O", "C", "H", "H", "H", "H", "H", "H", "H", "H", "H", "H", "O", "C", "O", "C", "C", "C", "H", "H", "H", "H", "H", "H", "O", "C", "O", "C", "C", "C", "H", "H", "H", "H", "H", "H", "O", "C", "O", "C", "C", "C", "H", "H", "H", "H", "H", "H"], "positions_angstrom": [[0.2032, -0.2929, 1.4101], [0.9352, -0.6954, -2.4522], [0.8520, 0.6016, -3.0111], [0.6329, -0.5237, -1.1331], [0.0761, -1.7897, -3.3203], [0.4836, -3.0834, -2.9884], [-1.2591, -1.9141, -3.1707], [0.2532, -1.7228, -4.6527], [1.3486, 0.7444, -4.3967], [1.2417, 2.2618, -4.5619], [1.9464, 2.8109, -3.9374], [1.5202, 2.4182, -5.6041], [0.2402, 2.6647, -4.4112], [0.7004, 0.3003, -5.1521], [2.3810, 0.4472, -4.5811], [1.9562, -1.0289, -2.6376], [-1.8778, -2.2874, 2.5161], [-1.4637, -2.2658, 1.3984], [-2.5842, -3.2227, 2.9554], [-1.2235, -1.5572, 3.2902], [3.6015, 0.1211, 1.5393], [2.3906, 0.1939, 2.2638], [2.2846, 1.2873, 3.1812], [1.2191, 1.1970, 4.1915], [0.0242, 1.0956, 3.3869], [-1.1892, 1.4480, 4.0271], [3.4928, -0.8166, 0.9945], [4.4939, 0.0205, 2.1570], [3.6294, 0.9937, 0.8866], [2.2941, 2.2098, 2.6007], [3.2308, 1.4303, 3.7030], [1.2613, 2.0255, 4.8986], [1.3903, 0.3776, 4.8896], [-1.2196, 2.4713, 4.4012], [-1.4073, 0.7286, 4.8164], [-1.9963, 1.3167, 3.3065], [-2.3222, 0.8812, 0.8200], [-3.4693, 0.7885, 0.4662], [-4.4524, 1.7685, 0.5217], [-5.7687, 1.1313, 0.4239], [-5.5487, -0.2047, -0.2859], [-4.1031, -0.5120, 0.1652], [-6.4206, 1.7480, -0.1948], [-6.2016, 1.0223, 1.4183], [-5.5024, -0.0126, -1.3579], [-6.2207, -1.0087, 0.0143], [-3.5678, -1.0247, -0.6341], [-4.2730, -1.0771, 1.0816], [0.7300, 2.0382, 0.5581], [0.5495, 2.6815, -0.4695], [1.4999, 3.3885, -1.0654], [0.9515, 4.4160, -1.9531], [-0.6237, 4.2259, -1.8990], [-0.8434, 2.8819, -1.2016], [1.3910, 4.2741, -2.9404], [1.0634, 5.4139, -1.5291], [-1.0485, 4.2146, -2.9028], [-1.1683, 5.0527, -1.4430], [-1.0841, 2.0431, -1.8547], [-1.6242, 2.9175, -0.4419], [1.3926, -2.5591, 2.0675], [1.9290, -3.4636, 1.4552], [2.9675, -4.2967, 1.9584], [3.4063, -5.2202, 1.0701], [2.2702, -5.3829, 0.1062], [1.5961, -4.0182, 0.0765], [3.5149, -6.1370, 1.6495], [4.3486, -4.8255, 0.6901], [1.5795, -6.1417, 0.4740], [2.6511, -5.6387, -0.8826], [0.5236, -4.0110, -0.1176], [2.0153, -3.3187, -0.6467]], "forces_ev_per_angstrom": [[-0.18, -0.48, -0.26], [-1.00, 0.45, 3.04], [0.35, -0.39, -2.92], [0.13, -1.49, -2.22], [-0.37, -1.50, 1.23], [0.60, 0.96, 0.01], [-0.07, 1.15, 0.36], [0.38, 0.12, -0.41], [-1.43, 2.11, 1.72], [0.71, -0.33, -1.07], [0.02, -0.32, 0.00], [0.00, 0.59, -0.22], [-0.05, -0.30, 0.10], [0.05, -0.24, 0.29], [0.10, -0.40, 0.47], [0.64, -0.58, -0.21], [2.73, -2.06, 3.17], [-0.54, -0.03, -5.15], [-1.15, 0.80, -0.20], [-0.93, 1.61, 1.98], [-0.92, -0.21, -0.20], [-0.72, -0.02, 1.61], [2.67, 0.73, -0.94], [-1.18, -0.65, -0.70], [0.37, 0.64, 1.05], [-0.39, -0.92, -0.09], [0.15, 0.26, -0.42], [0.00, 0.30, 0.38], [0.44, -0.09, -0.30], [-0.92, 0.21, -0.22], [0.49, -0.59, 0.43], [-0.33, 0.83, -0.51], [-0.40, -0.84, -0.39], [0.34, 0.18, 0.04], [0.05, 0.07, 0.31], [0.23, 0.10, -0.18], [-1.09, 1.43, -0.62], [0.26, -0.72, 1.56], [0.12, -0.36, -0.07], [0.11, 0.05, -0.60], [1.37, 0.63, 0.16], [-1.76, -0.85, -1.05], [0.15, 0.39, 0.30], [0.19, 0.05, 0.10], [-0.57, -0.27, -0.08], [-0.16, 0.27, -0.32], [0.31, -0.37, 0.66], [1.12, -0.27, 0.06], [0.16, 1.35, -1.93], [-2.29, -1.86, 1.53], [0.48, 1.45, -0.68], [-1.84, -0.58, 0.89], [0.18, -0.66, -1.19], [1.16, 0.47, 1.09], [-0.14, 0.32, 0.35], [1.03, -0.15, -0.04], [0.21, -0.15, -0.24], [0.47, 0.02, 0.51], [0.51, -0.02, -0.03], [0.18, 0.00, 0.04], [1.95, -2.01, -0.81], [-1.01, 0.21, 0.56], [-1.90, 3.72, 2.63], [0.17, -1.08, -0.25], [-0.13, 0.09, -1.66], [0.06, 0.41, 0.48], [0.67, -0.18, -0.24], [0.19, -0.57, -0.59], [0.03, -0.04, -0.14], [-0.26, -0.36, -0.04], [0.06, 0.00, 0.26], [0.15, -0.02, -0.16]], "lowdin_spin": [0.3795, 0.0070, 0.0011, 0.0814, 0.0004, 0.0001, 0.0002, 0.0003, 0.0007, 0.0001, 0.0000, 0.0000, 0.0000, 0.0000, 0.0000, 0.0000, 0.0055, 0.0645, 0.0033, 0.0446, 0.0099, 0.0869, 0.0090, 0.0086, 0.0780, 0.0080, 0.0026, 0.0013, 0.0012, 0.0009, 0.0014, 0.0012, 0.0011, 0.0011, 0.0005, 0.0020, 0.0437, 0.0036, 0.0009, 0.0005, 0.0001, 0.0004, 0.0001, 0.0001, 0.0000, 0.0000, 0.0001, 0.0002, 0.0658, 0.0144, 0.0060, 0.0004, 0.0002, 0.0010, 0.0001, 0.0000, 0.0000, 0.0000, 0.0004, 0.0002, 0.0462, 0.0084, 0.0027, 0.0005, 0.0001, 0.0007, 0.0000, 0.0001, 0.0000, 0.0000, 0.0003, 0.0002]}